A molecular structure, C4H4BrN. Source: the OMol25 dataset; level of theory: ωB97M-V/def2-TZVPD.

- net charge = 0
- E_LUMO (eV) = -0.049
- HOMO level (eV) = -10.34

Last column: natural (NBO) charge in e.
Positions of all 10 atoms, in Å:
C  -0.55  -3.69  0.10  0.221
C  -0.50  -1.78  -0.30  -0.135
C  0.06  -1.06  0.62  -0.112
C  -0.12  0.43  0.56  -0.671
N  -0.42  -4.82  0.13  -0.396
Br  1.06  -1.89  1.98  0.137
H  -1.23  -1.42  -0.96  0.227
H  0.57  0.85  1.26  0.244
H  0.35  0.76  -0.35  0.239
H  -1.18  0.87  0.52  0.248

A molecular structure, C10H35N3O8. Source: the OMol25 dataset; level of theory: ωB97M-V/def2-TZVPD.

- net charge = 0
- E_LUMO (eV) = -0.081
- HOMO level (eV) = -7.67

Last column: natural (NBO) charge in e.
Positions of all 56 atoms, in Å:
C  2.25  -0.36  3.43  0.736
O  1.05  -0.56  3.28  -0.679
N  3.13  -1.18  3.90  -0.807
N  2.83  0.76  3.17  -0.796
H  4.07  -0.93  4.20  0.397
H  2.83  -2.08  4.24  0.411
H  2.15  1.44  2.87  0.402
H  3.75  0.99  3.51  0.405
C  -3.15  -1.97  -0.64  -0.650
C  -3.21  -0.41  -0.49  0.120
C  -2.56  -0.14  0.87  -0.388
C  -1.08  -0.40  0.92  -0.393
C  -0.40  0.44  -0.08  -0.389
C  -0.93  0.43  -1.56  0.132
N  -2.42  0.28  -1.56  -0.208
O  -2.91  0.02  -2.83  -0.576
C  -0.58  1.77  -2.25  -0.637
C  -0.21  -0.72  -2.24  -0.669
C  -4.67  -0.07  -0.35  -0.615
H  -2.14  -2.38  -0.74  0.204
H  -3.75  -2.22  -1.52  0.214
H  -3.56  -2.61  0.14  0.206
H  -2.70  0.91  1.12  0.198
H  -3.06  -0.72  1.65  0.205
H  -0.85  -1.46  0.81  0.162
H  -0.73  -0.10  1.91  0.232
H  0.57  -0.07  -0.02  0.173
H  -0.32  1.45  0.31  0.219
H  -1.05  2.58  -1.70  0.221
H  0.46  2.08  -2.32  0.246
H  -0.91  1.81  -3.29  0.190
H  -0.41  -0.69  -3.31  0.207
H  0.86  -0.49  -2.28  0.227
H  -0.30  -1.76  -1.90  0.207
H  -5.27  -0.56  -1.12  0.215
H  -4.75  1.02  -0.32  0.214
H  -5.07  -0.40  0.60  0.215
H  -3.29  0.88  -3.03  0.470
O  2.07  0.60  0.51  -0.969
H  1.72  0.02  1.18  0.508
H  1.76  0.24  -0.32  0.532
O  2.32  -1.39  -1.48  -0.885
H  3.15  -0.92  -1.59  0.418
H  2.52  -2.11  -0.89  0.507
O  2.04  0.70  -1.90  -0.823
H  2.78  0.09  -1.82  0.462
H  1.85  0.74  -2.83  0.524
O  0.99  -2.23  1.73  -0.980
H  1.40  -1.55  2.27  0.448
H  0.07  -1.96  1.67  0.467
O  1.60  2.50  -1.09  -1.025
H  1.68  2.25  -0.16  0.456
H  1.88  1.72  -1.57  0.420
O  3.00  2.52  0.74  -0.944
H  2.72  1.63  0.51  0.445
H  2.79  2.60  1.67  0.417

Results for largest force on an atom: 6.94, 8.03 (in eV/Å, following the order of the records).
Results for orbital gap: 10.29, 7.59 (in eV, following the order of the records).
Results for ΔE to the lowest compared entry with this formula, charge and spin: 57.4, 243.0 (in kcal per mole, following the order of the records).